# 1
C5H8N2O as an isolated structure at a distorted geometry, computed with wB97M-V/def2-TZVPD.

```
16
Properties=species:S:1:pos:R:3
C 2.0844 -0.2078 -0.0086
C 1.3007 1.2262 0.2288
C -0.0095 0.7886 -0.3823
C -1.4756 -1.1156 -0.0112
C -0.0918 -0.6868 0.2573
H 2.7324 -0.2545 0.9533
H 2.6319 0.1482 -0.9730
H 1.2847 1.6532 1.3162
H 1.6786 1.8707 -0.4246
H 0.0241 0.6211 -1.3919
H -1.8201 2.2301 0.3588
H -2.0160 -2.1210 -0.0636
H 0.0804 -0.6629 1.3872
N -1.4003 1.0405 -0.1362
N -2.1929 -0.0411 0.1134
O 1.2133 -1.3135 -0.1883
```

Results
E_LUMO	0.8	eV
energy above the lowest of the compared OMol25 structures with the same formula, charge and spin	606.0	kJ/mol
2S+1	1
total charge	0

=====

# 2
One molecule with the formula C5H8N2O at a distorted geometry, computed with wB97M-V/def2-TZVPD.

```
16
Properties=species:S:1:pos:R:3
C -1.5714 -0.9387 1.8938
C 0.0593 -0.6812 1.5818
C 0.5075 -0.7513 0.0195
N -0.2497 -0.8939 -1.2825
N 0.1442 0.3204 -1.9883
C 0.6182 1.3155 -1.3205
O 0.7955 1.3961 0.0624
C -0.0486 0.4947 0.7336
H -1.4906 -2.1488 1.9130
H -2.2445 -0.4863 1.1093
H -1.5327 -0.7741 3.1515
H 0.9037 -0.8675 2.0865
H 1.6741 -0.5662 -0.1094
H 0.0117 -1.7191 -2.0218
H 0.8885 2.2535 -1.6923
H -1.2256 0.5203 0.5114
```

Results
E_LUMO	1.0	eV
energy above the lowest of the compared OMol25 structures with the same formula, charge and spin	785.3	kJ/mol
2S+1	1
total charge	0
structure (SMILES)	C[C@H]1[C@H]2NN=CO[C@H]12

=====

# 3
One molecule with the formula C5H8N2O at a distorted geometry, computed with wB97M-V/def2-TZVPD.

```
16
Properties=species:S:1:pos:R:3
C -1.4634 1.4201 0.6655
N -0.1753 1.2379 0.3669
C 0.1147 0.3437 -0.6114
C 1.2045 0.1460 -1.5126
N 1.3709 -1.2077 -1.8008
O 0.5808 -1.9138 -0.9705
C 0.5496 -1.5379 0.5195
C 0.5894 -0.0950 0.8931
H -2.1819 0.6428 0.8556
H -2.1915 2.2574 0.1517
H -1.1280 1.7841 1.6819
H -0.7388 -0.3258 -1.1376
H 1.5041 0.7944 -2.4241
H -0.6265 -1.7906 0.6410
H 1.0903 -2.1299 1.2026
H 1.5011 0.3743 1.4791
```

Results
E_LUMO	0.8	eV
energy above the lowest of the compared OMol25 structures with the same formula, charge and spin	928.4	kJ/mol
2S+1	1
total charge	0
structure (SMILES)	CN1[C@H]2C=NOC[C@@H]21

=====

# 4
C5H8N2O as an isolated structure at a distorted geometry, computed with wB97M-V/def2-TZVPD.

```
16
Properties=species:S:1:pos:R:3
C 2.0279 -0.6104 -0.5366
C 1.6937 0.8355 -0.2270
C -1.5196 0.9029 0.1812
C -2.5737 -0.0246 0.1456
C -3.3655 -0.8205 -0.2437
H 0.4679 -0.7396 1.0366
H 2.2720 -0.9211 1.3859
H 3.0564 -1.0369 -0.5190
H 1.4641 -1.0067 -1.3742
H 2.7026 1.4832 -0.5054
H -1.9489 1.6894 -0.3503
H -1.5160 1.3825 1.1565
H -4.4037 -1.3945 -0.8863
N 1.4033 -1.2265 0.6021
N 0.5487 1.2316 0.0903
O -0.3093 0.2556 0.0441
```

Results
E_LUMO	0.9	eV
energy above the lowest of the compared OMol25 structures with the same formula, charge and spin	898.4	kJ/mol
2S+1	1
total charge	0

=====

# 5
One molecule with the formula C5H8N2O at a distorted geometry, computed with wB97M-V/def2-TZVPD.

```
16
Properties=species:S:1:pos:R:3
C 1.7895 -1.3242 0.1212
N 2.4769 -0.1994 -0.1329
N 1.6137 0.9034 0.0283
C 0.3266 0.4651 -0.1500
C -0.9157 1.1177 0.2831
C -1.8970 -0.2406 -0.1637
O -1.1159 -1.5046 -0.2377
C 0.2349 -1.0245 0.3671
H 2.6241 -2.0878 -0.2375
H 2.0252 1.8164 -0.4997
H 0.3341 0.4667 -1.3262
H -1.1449 2.0692 -0.2886
H -1.4036 1.1689 1.3703
H -2.4654 -0.1787 -1.1227
H -2.6744 -0.2577 0.5059
H 0.1919 -1.1899 1.4832
```

Results
E_LUMO	0.9	eV
energy above the lowest of the compared OMol25 structures with the same formula, charge and spin	576.6	kJ/mol
2S+1	1
total charge	0
structure (SMILES)	C1=NN[C@@H]2CCO[C@@H]12

=====

# 6
One molecule with the formula C5H8N2O at a distorted geometry, computed with wB97M-V/def2-TZVPD.

```
16
Properties=species:S:1:pos:R:3
H 3.1012 -0.5905 0.2114
N 2.2057 -1.0963 -0.0551
C 1.0833 -0.4121 0.0108
N 1.0866 0.9819 0.2387
O 0.0132 1.7997 -0.2376
C -1.3746 1.0838 -0.0634
C -1.3047 -0.2266 0.4842
C -1.4965 -1.5920 0.0607
C -0.1845 -1.0379 -0.4260
H 1.9009 1.7061 0.1603
H -1.9578 1.1602 -1.1134
H -1.6963 1.8697 0.7561
H -0.5771 -0.0313 1.4991
H -1.3744 -2.2361 0.7925
H -2.2479 -1.9254 -0.6806
H -0.6386 -0.4402 -1.4081
```

Results
E_LUMO	0.9	eV
energy above the lowest of the compared OMol25 structures with the same formula, charge and spin	739.8	kJ/mol
2S+1	1
total charge	0
structure (SMILES)	[H]/N=C1\NOC[C@H]2C[C@H]12

=====

# 7
One molecule with the formula C5H8N2O at a distorted geometry, computed with wB97M-V/def2-TZVPD.

```
16
Properties=species:S:1:pos:R:3
C -0.1415 -2.0669 0.3006
N -0.0762 -0.6264 -0.1786
C -0.3617 0.2594 1.2281
C -0.5283 1.4690 0.4985
O 0.3050 2.7036 0.3469
C 0.6475 1.5666 -0.4293
C 0.4397 0.7118 -1.7325
N -0.0565 -0.4101 -1.4651
H 0.0694 -2.5697 -0.5435
H -1.1649 -2.6082 0.6639
H 0.6637 -2.4054 1.1842
H -1.3368 0.0024 1.4457
H 0.4868 0.4537 1.9061
H -1.3419 1.5627 -0.1554
H 1.7022 1.0854 -0.2160
H 0.6935 0.8722 -2.8536
```

Results
E_LUMO	0.9	eV
energy above the lowest of the compared OMol25 structures with the same formula, charge and spin	823.3	kJ/mol
2S+1	1
total charge	0
structure (SMILES)	CN1C[C@H]2O[C@@H]2C=N1

=====

# 8
One molecule with the formula C5H8N2O at a distorted geometry, computed with wB97M-V/def2-TZVPD.

```
16
Properties=species:S:1:pos:R:3
C -0.6293 1.0955 1.1838
C -0.7329 1.7253 -0.1670
C -0.2538 0.5242 -1.1175
C 0.8136 -1.8046 -0.2317
C -0.3912 -0.7328 -0.1269
N 1.5608 -0.9275 1.8026
N -0.3540 -0.1244 1.2442
O 1.2849 -1.9595 1.1410
H -0.4961 1.7632 2.1031
H -1.6773 2.1362 -0.3809
H -0.0894 2.5977 -0.1503
H -0.8017 0.4757 -1.9511
H 0.8910 0.6851 -1.3176
H 0.6336 -2.8242 -0.6941
H 1.5224 -1.3532 -0.9890
H -1.2805 -1.2767 -0.3486
```

Results
E_LUMO (spin up / spin down)	0.6 / 0.8	eV
energy above the lowest of the compared OMol25 structures with the same formula, charge and spin	621.8	kJ/mol
2S+1	1
total charge	0

=====

# 9
One molecule with the formula C5H8N2O at a distorted geometry, computed with wB97M-V/def2-TZVPD.

```
16
Properties=species:S:1:pos:R:3
C -2.5601 0.0268 0.1268
C -1.7686 -1.0537 0.4726
C 0.4336 -0.1656 -0.0320
C 0.2120 1.1343 0.5934
C 1.6441 -0.5031 -0.8087
N -2.1600 1.0048 -0.5607
N -0.4654 -1.1427 0.0526
O -0.2471 -2.3536 -0.3626
H -3.5960 -0.1446 0.4888
H -2.1631 -1.9094 0.9833
H -0.2005 1.8500 -0.0181
H 1.1628 1.5264 0.7946
H -0.5072 1.0952 1.4368
H 2.2497 0.3615 -0.8103
H 1.4496 -0.5561 -1.9376
H 1.9311 -1.4877 -0.5590
```

Results
E_LUMO (spin up / spin down)	-1.7 / -0.8	eV
energy above the lowest of the compared OMol25 structures with the same formula, charge and spin	639.7	kJ/mol
2S+1	1
total charge	0

=====

# 10
A 2-piece molecular cluster, C5H8N2O2 overall at a distorted geometry, computed with wB97M-V/def2-TZVPD.

```
17
Properties=species:S:1:pos:R:3
C -2.3099 1.4108 -0.7923
C -2.1548 -2.0124 0.0423
C 1.3989 -1.1143 0.4797
C 1.4899 1.4786 0.2914
C 0.8380 0.1926 -0.1465
N -1.3821 0.7281 -0.4148
N -0.5639 0.1374 0.2356
O -2.2455 -2.1553 1.1864
O -1.9679 -1.9597 -1.0774
H -3.1572 1.2770 -1.3379
H 1.5893 -0.6963 1.4538
H 0.5455 -1.7428 0.5126
H 2.1951 -1.5017 -0.1393
H 2.5007 1.7042 0.1525
H 1.2929 1.6853 1.2905
H 1.1192 2.3544 -0.4065
H 0.8120 0.2141 -1.3298
```

Results
E_LUMO	0.7	eV
energy above the lowest of the compared OMol25 structures with the same formula, charge and spin	430.3	kJ/mol
2S+1	1
total charge	0

=====

# 11
One molecule with the formula C5H8N2O2 at a distorted geometry, computed with wB97M-V/def2-TZVPD.

```
17
Properties=species:S:1:pos:R:3
C 0.4863 0.4879 -1.6842
C -0.2793 -0.4783 -0.7765
N 0.6418 -1.2286 0.0324
N 1.3889 -0.6416 1.0331
C 0.9218 0.4889 1.5737
C -0.3798 1.0485 1.1276
O -0.8039 2.1437 1.3902
C -1.2181 0.0624 0.3239
O -1.6509 -0.9864 1.2558
H -0.2180 0.8220 -2.5110
H 0.7626 1.3621 -1.0360
H 1.4536 0.1232 -2.2282
H -0.7874 -1.3133 -1.2976
H 1.2287 -1.7501 -0.5616
H 1.5696 0.9756 2.3189
H -2.1641 0.5140 -0.1669
H -0.9520 -1.6300 1.2065
```

Results
E_LUMO	-0.1	eV
energy above the lowest of the compared OMol25 structures with the same formula, charge and spin	310.0	kJ/mol
2S+1	1
total charge	0
structure (SMILES)	C[C@H]1NN=CC(=O)[C@@H]1O

=====

# 12
One molecule with the formula C5H8N2O2 at a distorted geometry, computed with wB97M-V/def2-TZVPD.

```
17
Properties=species:S:1:pos:R:3
C 0.5983 -0.5794 1.5498
C -0.4378 2.1382 -0.2032
C 1.6359 -1.2012 0.5838
C -0.9134 0.4653 0.0133
C -2.1373 0.1105 -0.6671
N -0.3691 0.0040 1.0587
N 1.2354 -0.8279 -0.7781
O 0.7139 2.3582 -0.1098
O -1.4714 2.7266 -0.3540
H 0.8734 -0.5979 2.5640
H 2.5945 -0.9190 0.9304
H 1.6812 -2.3965 0.5516
H -2.5756 -0.7772 -0.2993
H -1.8870 -0.0191 -1.6537
H -2.6530 1.0330 -0.6857
H 1.6168 0.1405 -1.0999
H 1.4952 -1.6581 -1.4009
```

Results
E_LUMO	0.4	eV
energy above the lowest of the compared OMol25 structures with the same formula, charge and spin	356.5	kJ/mol
2S+1	1
total charge	0

=====

- Which formula does entry 1 have?
  C5H8N2O